A molecular structure, C11H38BaN8O7 at a distorted geometry. Source: the OMol25 dataset; level of theory: ωB97M-V/def2-TZVPD.

Geometry as XYZ:
```
65
Properties=species:S:1:pos:R:3:forces:R:3
H 18.271744 -3.856428 -32.929097 -0.050 -0.082 -0.022
H 22.543829 1.753284 -31.737778 0.108 0.048 0.012
H 21.157630 -0.660588 -34.422596 0.361 0.281 0.279
N 18.498267 -3.857814 -29.741339 0.007 0.518 0.264
H 21.985311 -3.309636 -34.526920 0.059 -0.038 0.144
H 18.423276 3.284603 -31.548093 0.180 -0.564 -0.590
H 18.166431 -4.765770 -29.468444 -0.038 -0.087 -0.360
H 18.009921 -5.193826 -31.880038 -0.004 0.023 0.201
C 22.076557 -2.565272 -31.844987 -0.187 0.387 0.202
Ba 19.514935 0.328042 -31.635629 -0.002 -0.625 -0.097
H 18.447113 4.633770 -30.001101 -0.167 -0.153 -0.073
H 21.345581 3.824635 -29.710378 -0.003 -0.021 -0.247
N 21.169189 -2.190730 -27.933705 -0.507 0.845 0.112
N 18.303850 -4.241513 -32.001794 0.019 0.505 -0.253
H 20.659371 7.470459 -31.226709 0.305 -0.320 0.017
H 19.785555 2.531202 -28.271717 -0.031 -0.035 -0.079
H 21.345425 -2.368617 -26.956787 0.410 -0.365 -0.224
H 18.676194 -3.213344 -28.991290 0.063 0.026 -0.050
C 17.077153 0.062130 -34.751430 0.215 -0.530 0.261
H 20.443013 -1.867968 -33.889002 -0.353 -0.007 0.724
H 23.016891 -0.955282 -32.900741 -0.043 0.114 -0.093
H 21.201251 -3.206895 -31.941120 0.091 -0.193 -0.064
H 21.362115 1.254130 -34.033825 -0.054 0.024 -0.132
O 20.865638 1.897483 -33.515808 0.351 0.164 0.121
H 18.393834 3.492293 -27.838039 -0.228 0.051 -0.131
O 20.307469 -0.573905 -29.293228 0.044 0.178 -0.401
O 22.308160 1.116733 -31.057918 -0.073 -0.066 -0.086
H 16.449562 -0.393821 -36.639258 0.144 0.074 -0.273
H 21.884440 -1.910706 -30.990158 -0.012 -0.021 -0.014
C 23.555716 -2.428750 -36.445306 0.333 -0.765 -1.305
H 18.152507 -0.051001 -36.478843 0.011 0.000 -0.057
H 23.155087 0.814888 -30.711445 -0.055 -0.047 0.177
O 18.861763 -2.182436 -31.228882 -0.473 -0.225 -0.089
O 20.725392 5.468560 -30.779138 0.569 -0.366 -0.090
C 18.861452 2.969687 -28.668793 0.625 -0.242 0.090
H 20.417701 7.136785 -29.524626 0.040 -0.313 0.126
H 21.869991 -2.405394 -28.621854 0.141 -0.199 0.135
N 19.287670 2.973258 -31.098340 -1.096 1.635 0.599
C 18.539487 -3.357004 -31.000084 0.180 -0.877 0.170
C 22.278226 -1.732914 -33.100158 -0.007 -0.410 -0.202
N 15.813672 -0.009610 -34.273401 -0.332 0.043 -0.117
C 22.787881 -2.604177 -34.236993 -0.570 -0.258 0.034
H 20.008508 3.361433 -31.703659 -0.062 0.260 0.077
H 18.257310 2.132591 -29.020264 -0.351 0.089 0.266
H 20.619474 5.111566 -28.774978 -0.219 -0.198 0.109
C 20.217627 6.755781 -30.527840 -0.590 1.009 -0.678
H 23.624807 -1.741605 -37.287739 0.000 0.244 0.249
N 17.235091 -0.113621 -36.080986 -0.360 0.119 0.333
H 14.996795 -0.050216 -34.857953 0.108 0.018 -0.119
H 18.949534 -0.023405 -27.235023 0.117 0.242 -0.136
H 19.143315 6.833251 -30.750894 0.010 -0.248 0.363
O 18.046316 0.203827 -33.987006 0.058 0.209 0.197
H 21.491387 2.617100 -33.371428 -0.156 0.247 -0.282
C 20.534189 4.559876 -29.718762 -0.076 0.461 0.508
H 24.550313 -2.864071 -36.298240 -0.004 0.176 0.324
N 20.993346 -1.090478 -33.505056 0.381 -0.595 -1.056
C 19.195106 3.853224 -29.855287 0.890 -0.377 -0.143
H 15.646162 0.027912 -33.285961 0.194 0.070 0.041
H 19.868866 -0.991923 -26.199930 -0.030 0.070 -0.062
H 22.960942 -3.160992 -31.624956 -0.018 -0.067 -0.039
H 23.624211 -3.235182 -33.913623 0.309 0.327 -0.195
N 19.818850 -0.506007 -27.083355 0.086 -0.541 -0.025
C 20.434854 -1.060579 -28.178686 -0.206 -0.082 0.936
H 22.921394 -3.255018 -36.803337 -0.183 0.122 0.365
O 23.048929 -1.765240 -35.328056 0.133 0.340 0.347
```
Positions in Å, forces in eV/Å.

Its spin multiplicity is 1. The total energy is -1431.9173 Ha. As for the total charge: +2.

Atom charges from the Mulliken analysis, given in e for atoms 1 to 6:
1 H 0.2069
2 H 0.2109
3 H 0.2208
4 N -0.3871
5 H 0.3632
6 H 0.1809